(1)
2 unconnected molecules or ions with the total composition C3H7NO4P in a non-equilibrium geometry, computed with ωB97M-V/def2-TZVPD.

The geometry in ORCA input format:
```
! RIJCOSX wB97M-V def2-TZVPD def2/J DEFGRID3
* xyz -1 1
C -1.69 1.62 -0.12
C -2.50 -0.05 1.44
C 2.39 -0.20 -1.76
N -2.51 1.21 0.66
O -0.05 0.03 -0.25
O -1.36 2.49 -0.85
O 1.22 -1.22 1.68
O 2.28 -0.72 -0.52
P 0.67 -1.27 -0.02
H -2.93 0.14 2.51
H -3.25 -0.77 0.92
H -1.49 -0.39 1.32
H 2.27 -1.05 -2.61
H 3.32 0.40 -1.94
H 1.60 0.51 -2.15
H 2.02 -0.73 1.68
*
```

Computed properties:
E	-22195.18761	eV
energy above the lowest of the compared OMol25 structures with the same formula, charge and spin	1.053	eV

=====

(2)
2 unconnected molecules or ions with the total composition C3H7NO4P in a non-equilibrium geometry, computed with ωB97M-V/def2-TZVPD.

The geometry in ORCA input format:
```
! RIJCOSX wB97M-V def2-TZVPD def2/J DEFGRID3
* xyz -1 1
C -2.84 -0.44 0.08
C 1.21 -0.38 1.20
C -1.69 0.05 -0.86
N -0.92 1.09 -0.80
O -2.20 -1.17 0.87
O 3.67 0.07 0.05
O -4.02 -0.10 0.01
O 1.65 1.12 -0.97
P 2.26 -0.11 -0.23
H 1.44 -1.42 1.73
H 1.32 0.33 1.99
H -1.27 -0.74 -1.42
H -1.38 1.98 -0.47
H 0.09 -0.39 0.99
H 0.58 1.26 -0.92
H 2.09 -1.15 -1.25
*
```

Computed properties:
E	-22196.17890	eV
energy above the lowest of the compared OMol25 structures with the same formula, charge and spin	0.061	eV

=====

(3)
2 unconnected molecules or ions with the total composition C3H7NO4S in a non-equilibrium geometry, computed with ωB97M-V/def2-TZVPD.

The geometry in ORCA input format:
```
! RIJCOSX wB97M-V def2-TZVPD def2/J DEFGRID3
* xyz 0 1
N -2.98 -0.67 0.23
C -1.71 -0.04 0.40
O -0.58 -0.83 0.19
C -0.83 0.12 -0.78
C 0.09 1.26 -0.82
O 0.79 1.75 0.02
H -3.58 -0.65 1.10
H -3.06 -1.50 -0.38
H -1.67 0.47 1.31
H -1.20 -0.32 -1.74
H 0.02 1.74 -1.80
O 3.99 0.49 1.08
S 3.48 -0.18 -0.35
O 2.51 -1.46 0.09
H 3.17 0.91 1.44
H 1.56 -1.11 -0.01
*
```

Computed properties:
E	-23736.68883	eV
energy above the lowest of the compared OMol25 structures with the same formula, charge and spin	3.174	eV

=====

(4)
2 unconnected molecules or ions with the total composition C3H7NO5 in a non-equilibrium geometry, computed with ωB97M-V/def2-TZVPD.

The geometry in ORCA input format:
```
! RIJCOSX wB97M-V def2-TZVPD def2/J DEFGRID3
* xyz 0 1
C -0.98 0.67 -1.81
N 0.05 -0.29 -1.42
C -0.32 -1.13 -0.54
O 0.52 -2.05 -0.07
O -1.49 -1.21 0.08
H -1.92 0.18 -2.08
H -1.16 1.39 -1.00
H -0.64 1.23 -2.68
H 1.35 -1.94 -0.57
H -1.44 -1.91 0.74
O -0.22 1.84 1.69
C 0.68 1.03 1.74
O 1.66 0.94 0.84
O 0.87 0.06 2.63
H 1.38 1.58 0.15
H 1.67 -0.39 2.31
*
```

Computed properties:
E	-14952.55120	eV
energy above the lowest of the compared OMol25 structures with the same formula, charge and spin	0.248	eV

=====

(5)
3 unconnected molecules or ions with the total composition C3H7NO5 in a non-equilibrium geometry, computed with ωB97M-V/def2-TZVPD.

The geometry in ORCA input format:
```
! RIJCOSX wB97M-V def2-TZVPD def2/J DEFGRID3
* xyz 0 1
N 3.04 -1.56 2.12
O 3.64 -2.11 2.96
C -2.20 -0.67 0.96
O -1.93 -0.32 -0.44
C -0.90 0.47 -0.67
O -0.35 0.42 -1.84
C 0.99 1.02 -2.01
O 0.47 -0.47 0.56
O 1.05 0.62 0.87
H -3.17 -1.16 0.93
H -1.44 -1.37 1.32
H -2.22 0.25 1.56
H -0.88 1.44 -0.12
H 1.25 0.83 -3.05
H 0.94 2.11 -1.81
H 1.70 0.51 -1.35
*
```

Computed properties:
E	-14943.60865	eV
energy above the lowest of the compared OMol25 structures with the same formula, charge and spin	9.190	eV

=====

(6)
A gas-phase ion, C3H7NOP (charge +1) in a non-equilibrium geometry, computed with ωB97M-V/def2-TZVPD.

The geometry in ORCA input format:
```
! RIJCOSX wB97M-V def2-TZVPD def2/J DEFGRID3
* xyz 1 1
C 0.79 -1.05 -0.75
C 0.89 -0.90 0.71
C -0.11 0.06 0.13
N 0.21 1.40 0.23
O -2.77 0.65 -0.05
P -1.78 -0.53 0.12
H 1.55 -0.84 -1.45
H 0.26 -1.86 -1.03
H 0.64 -1.80 1.46
H 1.72 -0.30 1.03
H -2.47 1.51 -0.31
H -0.07 2.00 -0.59
H 1.14 1.65 0.48
*
```

Computed properties:
E	-16041.75078	eV
energy above the lowest of the compared OMol25 structures with the same formula, charge and spin	0.366	eV

=====

(7)
A gas-phase ion, C3H7NOS (charge -2) in a non-equilibrium geometry, computed with ωB97M-V/def2-TZVPD.

The geometry in ORCA input format:
```
! RIJCOSX wB97M-V def2-TZVPD def2/J DEFGRID3
* xyz -2 1
O -3.08 0.20 1.53
C -2.08 0.28 0.65
N -0.85 -0.44 1.09
C 0.32 -0.60 0.24
C 0.83 0.61 -0.62
S 2.41 0.21 -1.47
H -2.39 -0.29 -0.26
H -1.77 1.33 0.46
H -0.57 -0.12 2.01
H 0.18 -1.39 -0.51
H 1.15 -0.88 0.89
H 0.78 1.47 0.05
H 0.15 0.75 -1.45
*
```

Computed properties:
E	-17594.57577	eV
energy above the lowest of the compared OMol25 structures with the same formula, charge and spin	0.355	eV

=====

(8)
2 unconnected molecules or ions with the total composition C3H7NOS in a non-equilibrium geometry, computed with ωB97M-V/def2-TZVPD.

The geometry in ORCA input format:
```
! RIJCOSX wB97M-V def2-TZVPD def2/J DEFGRID3
* xyz 0 1
C -1.41 -1.74 0.23
C -1.42 -0.52 0.70
C 0.93 0.28 -0.31
N 0.74 2.25 -1.59
O 1.12 1.52 -0.49
S 1.58 -0.37 1.11
H -1.52 -1.93 -0.87
H -1.51 -2.68 0.88
H -1.42 0.32 -0.02
H 0.31 -0.25 -1.10
H 1.27 3.08 -1.48
H -1.42 -0.37 1.86
H 2.74 0.40 1.09
*
```

Computed properties:
E	-17591.32910	eV
energy above the lowest of the compared OMol25 structures with the same formula, charge and spin	6.600	eV

=====

(9)
2 unconnected molecules or ions with the total composition C3H7NOS in a non-equilibrium geometry, computed with ωB97M-V/def2-TZVPD.

The geometry in ORCA input format:
```
! RIJCOSX wB97M-V def2-TZVPD def2/J DEFGRID3
* xyz 0 1
C -2.03 -2.52 0.91
C -1.26 -0.35 0.36
C -0.08 0.13 -0.42
H -1.74 -3.55 0.84
H -1.91 -2.17 1.96
H -3.15 -2.53 0.58
H -1.00 -0.23 1.36
H -2.24 0.06 -0.01
H -0.03 0.02 -1.45
H 3.20 1.61 0.75
N 0.85 0.95 0.12
O -1.16 -1.79 0.20
S 1.90 1.93 -0.73
*
```

Computed properties:
E	-17592.32297	eV
energy above the lowest of the compared OMol25 structures with the same formula, charge and spin	5.606	eV

=====

(10)
A molecular structure, C3H7NOS in a non-equilibrium geometry, computed with ωB97M-V/def2-TZVPD.

The geometry in ORCA input format:
```
! RIJCOSX wB97M-V def2-TZVPD def2/J DEFGRID3
* xyz 0 1
C 0.17 0.18 -0.92
C 1.13 1.25 -1.03
C -0.69 -0.58 1.61
N -0.22 0.40 0.50
O 0.81 2.52 1.48
S 1.21 1.27 0.90
H -0.77 0.25 -1.43
H 0.69 -0.79 -1.25
H 2.15 0.97 -1.55
H 0.76 2.16 -1.36
H -0.67 -1.59 1.21
H -0.12 -0.50 2.56
H -1.71 -0.22 1.74
*
```

Computed properties:
E	-17594.81623	eV
energy above the lowest of the compared OMol25 structures with the same formula, charge and spin	3.113	eV

=====

(11)
2 unconnected molecules or ions with the total composition C3H7NOS in a non-equilibrium geometry, computed with ωB97M-V/def2-TZVPD.

The geometry in ORCA input format:
```
! RIJCOSX wB97M-V def2-TZVPD def2/J DEFGRID3
* xyz 0 1
C 0.83 0.03 1.17
C -2.12 1.01 -0.95
C 0.89 -0.98 -0.90
N 0.27 -0.07 0.02
O -2.88 0.02 1.24
S -3.04 -0.15 -0.20
H 0.28 0.57 1.86
H 1.72 -0.69 1.39
H -1.73 0.91 -1.93
H -1.70 1.79 -0.21
H 1.86 -0.62 -1.47
H 1.36 -1.79 -0.26
H 0.05 -1.45 -1.50
*
```

Computed properties:
E	-17593.74499	eV
energy above the lowest of the compared OMol25 structures with the same formula, charge and spin	4.184	eV

=====

(12)
2 unconnected molecules or ions with the total composition C3H7NOS in a non-equilibrium geometry, computed with ωB97M-V/def2-TZVPD.

The geometry in ORCA input format:
```
! RIJCOSX wB97M-V def2-TZVPD def2/J DEFGRID3
* xyz 0 1
C 1.22 1.11 -0.19
C 1.25 -1.24 0.24
C -2.64 0.21 -0.07
H 1.93 1.71 -1.07
H -0.10 1.10 -0.30
H 1.55 1.49 0.93
H 1.51 -1.01 1.39
H 1.69 -2.21 -0.14
H -3.48 -1.12 -0.10
H -2.90 1.44 -0.04
N -1.33 0.15 0.00
O 1.76 -0.22 -0.36
S -0.46 -1.41 -0.31
*
```

Computed properties:
E	-17590.28727	eV
energy above the lowest of the compared OMol25 structures with the same formula, charge and spin	7.642	eV

=====

(13)
2 unconnected molecules or ions with the total composition C3H7NOS in a non-equilibrium geometry, computed with ωB97M-V/def2-TZVPD.

The geometry in ORCA input format:
```
! RIJCOSX wB97M-V def2-TZVPD def2/J DEFGRID3
* xyz 0 1
C -0.39 1.64 0.94
C 0.93 -0.42 -0.82
C -0.40 -0.64 -0.48
N -0.99 -1.62 0.29
O -2.71 2.31 -0.12
S -1.23 2.50 -0.20
H -0.82 1.17 1.82
H 0.66 1.79 0.89
H 1.23 0.37 -1.36
H 1.75 -0.94 -0.42
H -1.00 0.03 -1.04
H -0.42 -2.25 0.81
H -1.97 -2.04 0.03
*
```

Computed properties:
E	-17594.22726	eV
energy above the lowest of the compared OMol25 structures with the same formula, charge and spin	3.702	eV

=====

(14)
A gas-phase ion, C3H7NOS (charge +1) in a non-equilibrium geometry, computed with ωB97M-V/def2-TZVPD.

The geometry in ORCA input format:
```
! RIJCOSX wB97M-V def2-TZVPD def2/J DEFGRID3
* xyz 1 2
O 0.03 -1.88 -2.22
C -0.04 -0.73 -1.73
C 0.10 -0.50 -0.24
C -0.20 1.02 0.06
S -0.73 1.18 1.87
N 1.60 -0.63 0.03
H -0.80 0.04 -2.38
H -0.52 -1.20 0.35
H 0.64 1.70 -0.06
H -1.01 1.22 -0.58
H -0.96 2.44 1.76
H 2.13 -1.03 -0.75
H 1.68 -1.35 0.71
*
```

Computed properties:
E	-17585.87132	eV
energy above the lowest of the compared OMol25 structures with the same formula, charge and spin	2.731	eV

=====

(15)
A gas-phase ion, C3H7NOS2 (charge -1) in a non-equilibrium geometry, computed with ωB97M-V/def2-TZVPD.

The geometry in ORCA input format:
```
! RIJCOSX wB97M-V def2-TZVPD def2/J DEFGRID3
* xyz -1 2
N -0.20 -1.40 -1.15
C -0.77 -0.23 -0.35
C -1.66 0.48 -1.35
O -2.55 1.25 -0.98
C 0.23 0.58 0.57
S 1.30 -0.47 1.58
S 2.97 0.52 1.97
H -0.02 -1.02 -2.08
H 0.61 -1.88 -0.65
H -1.43 -0.87 0.38
H -1.59 -0.06 -2.25
H -0.45 1.17 1.13
H 0.89 1.18 -0.12
H 2.67 0.74 3.31
*
```

Computed properties:
E	-28430.77401	eV
energy above the lowest of the compared OMol25 structures with the same formula, charge and spin	1.683	eV

=====

(16)
A single C3H7NOS2 molecule in a non-equilibrium geometry, computed with ωB97M-V/def2-TZVPD.

The geometry in ORCA input format:
```
! RIJCOSX wB97M-V def2-TZVPD def2/J DEFGRID3
* xyz 0 1
C 0.84 -0.02 -2.34
O 0.49 0.65 -1.17
C -0.70 0.30 -0.60
S -0.55 -1.23 0.46
N 0.23 -0.65 1.84
C -0.34 0.16 2.75
S -1.93 0.65 2.88
H 1.60 0.54 -2.84
H -0.04 -0.14 -3.01
H 1.28 -1.01 -2.14
H -1.50 -0.07 -1.27
H -1.02 1.12 0.03
H 1.25 -0.73 1.91
H 0.40 0.44 3.50
*
```

Computed properties:
E	-28431.27687	eV
energy above the lowest of the compared OMol25 structures with the same formula, charge and spin	1.965	eV

=====

(17)
2 unconnected molecules or ions with the total composition C3H7NOSi in a non-equilibrium geometry, computed with ωB97M-V/def2-TZVPD.

The geometry in ORCA input format:
```
! RIJCOSX wB97M-V def2-TZVPD def2/J DEFGRID3
* xyz 0 1
O 3.17 -1.09 -0.43
C 2.32 -0.38 -0.16
N 1.39 0.30 0.15
Si 0.96 2.04 0.21
H 0.46 2.38 -1.01
H 2.21 2.79 0.10
H 0.33 2.32 1.54
C -0.15 -2.28 -0.38
C -0.58 -1.22 0.37
H -0.32 -2.46 -1.47
H 0.44 -3.02 0.00
H -1.12 -0.38 0.07
H -0.44 -1.28 1.48
*
```

Computed properties:
E	-14638.22634	eV
energy above the lowest of the compared OMol25 structures with the same formula, charge and spin	1.426	eV

=====

(18)
A single C3H7NOSi molecule in a non-equilibrium geometry, computed with ωB97M-V/def2-TZVPD.

The geometry in ORCA input format:
```
! RIJCOSX wB97M-V def2-TZVPD def2/J DEFGRID3
* xyz 0 1
C 1.40 1.51 1.72
C 0.18 0.98 1.68
C -0.16 -0.04 0.71
N -1.35 -0.23 0.34
O -1.59 -0.97 -0.77
Si -0.73 -1.31 -2.14
H 1.64 2.34 2.36
H 2.19 1.15 1.08
H -0.63 1.37 2.28
H 0.68 -0.48 0.15
H 0.28 -2.35 -1.85
H -0.08 -0.12 -2.67
H -1.84 -1.85 -2.89
*
```

Computed properties:
E	-14637.24211	eV
energy above the lowest of the compared OMol25 structures with the same formula, charge and spin	2.410	eV

=====

(19)
A molecular structure, C3H7NOSn in a non-equilibrium geometry, computed with ωB97M-V/def2-TZVPD.

The geometry in ORCA input format:
```
! RIJCOSX wB97M-V def2-TZVPD def2/J DEFGRID3
* xyz 3 2
Sn -3.69 1.48 -1.10
C 1.16 1.31 -0.83
C 0.09 0.46 -0.14
O -1.07 0.88 -0.04
N 0.46 -0.68 0.39
C -0.49 -1.57 0.96
H 1.54 0.85 -1.74
H 2.00 1.53 -0.18
H 0.74 2.27 -1.13
H 1.43 -0.94 0.44
H -0.70 -1.35 2.00
H -0.08 -2.58 0.98
H -1.40 -1.67 0.38
*
```

Computed properties:
E	-12556.05959	eV
energy above the lowest of the compared OMol25 structures with the same formula, charge and spin	0.000	eV